Arrangement A

Computed, not measured: C45H35BrI2N7O3Rb as an isolated structure, with ωB97M-V/def2-TZVPD.

Geometry as XYZ:
```
94
Properties=species:S:1:pos:R:3
Rb 0.034 -0.621 -0.923
O -1.353 -4.195 2.475
C -2.633 -4.172 2.497
C -3.377 -4.909 3.467
C -4.751 -4.892 3.513
C -5.495 -4.145 2.600
C -4.800 -3.418 1.644
C -3.416 -3.409 1.572
C -2.761 -2.569 0.490
O -1.413 -2.867 0.284
N -2.946 -1.162 0.854
N -2.922 -0.240 -0.092
C -3.240 0.966 0.203
C -3.165 2.033 -0.785
Br -2.176 1.621 -2.352
C -3.666 3.268 -0.653
C -4.500 3.748 0.457
C -4.299 5.046 0.933
C -5.057 5.549 1.975
C -6.044 4.767 2.559
C -6.272 3.486 2.080
C -5.514 2.982 1.035
H -1.135 -3.443 1.081
H -2.801 -5.488 4.180
H -5.259 -5.474 4.277
H -6.577 -4.139 2.628
H -5.354 -2.837 0.910
H -3.279 -2.706 -0.471
H -3.353 -0.942 1.756
H -3.528 1.249 1.218
H -3.410 4.006 -1.402
H -3.523 5.654 0.484
H -4.874 6.553 2.336
H -6.633 5.153 3.381
H -7.050 2.873 2.516
H -5.720 1.995 0.647
I -1.057 -5.994 -7.688
C -1.002 -4.490 -6.244
C -1.910 -3.445 -6.296
C -1.856 -2.447 -5.341
I -3.200 -0.862 -5.438
C -0.903 -2.420 -4.285
O -0.822 -1.476 -3.442
C 0.003 -3.543 -4.266
C 0.995 -3.636 -3.125
N 1.713 -2.405 -2.814
C 2.587 -1.941 -3.862
C 3.295 -0.661 -3.475
C 4.266 -0.143 -4.334
C 4.912 1.028 -3.993
C 4.567 1.654 -2.804
C 3.586 1.074 -2.017
N 2.963 -0.061 -2.335
C -0.052 -4.527 -5.226
H -2.656 -3.401 -7.078
H 1.719 -4.433 -3.335
H 0.461 -3.926 -2.213
H 0.967 -1.715 -2.741
H 2.061 -1.748 -4.816
H 3.341 -2.710 -4.078
H 4.497 -0.665 -5.255
H 5.671 1.449 -4.642
H 5.030 2.578 -2.487
H 3.276 1.533 -1.087
H 0.658 -5.346 -5.176
N 7.481 4.219 6.190
C 6.700 3.758 5.481
C 5.726 3.184 4.598
C 6.121 2.279 3.617
C 5.169 1.731 2.775
C 3.826 2.082 2.896
C 3.446 2.995 3.876
C 4.384 3.542 4.731
C 2.808 1.485 1.980
C 2.539 0.149 2.192
C 3.064 -0.682 3.249
C 2.507 -1.913 3.084
C 1.659 -1.803 1.928
N 1.672 -0.604 1.409
C 2.278 2.383 1.023
C 2.768 3.699 0.786
C 2.028 4.208 -0.261
C 1.114 3.184 -0.605
N 1.262 2.095 0.134
H 7.164 2.008 3.519
H 5.455 1.021 2.011
H 2.403 3.268 3.960
H 4.087 4.244 5.499
H 3.749 -0.374 4.025
H 2.643 -2.792 3.694
H 1.044 -2.590 1.513
H 3.573 4.189 1.311
H 2.119 5.180 -0.721
H 0.361 3.217 -1.383
```

Results
charge	-2
highest occupied orbital energy	-2.56	eV
orbital gap	5.90	eV
E_LUMO	3.337	eV

***

Arrangement B

Computed, not measured: C45H35BrI2N7O3Rb as an isolated structure, with ωB97M-V/def2-TZVPD.

Geometry as XYZ:
```
94
Properties=species:S:1:pos:R:3
Rb -0.525 0.504 -0.359
O -2.121 3.886 3.099
C -1.275 4.843 3.169
C -1.493 5.994 3.983
C -0.583 7.026 4.057
C 0.608 6.999 3.329
C 0.846 5.890 2.527
C -0.044 4.831 2.441
C 0.304 3.650 1.565
O -0.771 2.816 1.302
N 1.382 2.905 2.236
N 2.012 1.974 1.554
C 3.111 1.500 2.015
C 3.843 0.442 1.335
Br 2.880 -0.532 0.028
C 5.100 0.051 1.584
C 6.056 0.686 2.510
C 6.929 -0.128 3.235
C 7.856 0.414 4.109
C 7.942 1.790 4.270
C 7.103 2.613 3.533
C 6.175 2.069 2.658
H -1.492 3.093 1.960
H -2.418 6.021 4.547
H -0.803 7.879 4.692
H 1.316 7.815 3.377
H 1.758 5.847 1.933
H 0.710 3.995 0.603
H 1.827 3.332 3.043
H 3.528 1.860 2.957
H 5.458 -0.838 1.079
H 6.865 -1.203 3.115
H 8.515 -0.241 4.666
H 8.664 2.217 4.954
H 7.176 3.689 3.629
H 5.554 2.723 2.061
I -8.743 -1.221 1.748
C -6.861 -0.737 0.974
C -6.663 -0.726 -0.396
C -5.407 -0.418 -0.888
I -5.079 -0.411 -2.948
C -4.289 -0.107 -0.064
O -3.139 0.156 -0.526
C -4.557 -0.128 1.349
C -3.419 0.200 2.290
N -2.207 -0.597 2.083
C -2.488 -2.011 2.167
C -1.260 -2.874 2.138
C -1.337 -4.176 2.640
C -0.234 -4.997 2.557
C 0.920 -4.499 1.965
C 0.896 -3.204 1.480
N -0.163 -2.398 1.561
C -5.808 -0.443 1.836
H -7.471 -0.956 -1.077
H -3.753 0.060 3.324
H -3.136 1.251 2.189
H -1.917 -0.385 1.137
H -3.146 -2.375 1.356
H -3.037 -2.200 3.097
H -2.262 -4.522 3.084
H -0.269 -6.010 2.942
H 1.814 -5.099 1.869
H 1.767 -2.785 0.993
H -5.965 -0.452 2.910
N 8.083 0.042 -5.675
C 7.011 -0.048 -5.269
C 5.665 -0.159 -4.762
C 4.646 0.610 -5.320
C 3.358 0.493 -4.835
C 3.060 -0.397 -3.803
C 4.092 -1.157 -3.253
C 5.389 -1.040 -3.721
C 1.659 -0.540 -3.325
C 0.874 0.610 -3.225
C -0.554 0.707 -3.309
C -0.849 2.042 -3.209
C 0.410 2.707 -3.050
N 1.434 1.880 -3.082
C 1.186 -1.826 -3.010
C 1.662 -3.083 -3.485
C 0.808 -4.033 -2.972
C -0.135 -3.317 -2.184
N 0.075 -2.014 -2.199
H 4.869 1.296 -6.126
H 2.563 1.096 -5.248
H 3.869 -1.836 -2.442
H 6.186 -1.625 -3.283
H -1.235 -0.115 -3.450
H -1.826 2.500 -3.247
H 0.563 3.772 -2.924
H 2.490 -3.239 -4.160
H 0.841 -5.101 -3.128
H -0.931 -3.736 -1.582
```

Results
charge	-2
highest occupied orbital energy	-2.66	eV
orbital gap	6.06	eV
E_LUMO	3.403	eV

***

So which one is most stable? That would be arrangement A, about 11.5 kJ/mol below the next structure.

***

Arrangement A

Computed, not measured: a 2-piece molecular cluster, C6H17N2 overall, with ωB97M-V/def2-TZVPD.

Geometry as XYZ:
```
25
Properties=species:S:1:pos:R:3
N 1.280 -0.943 0.148
C 2.633 -0.452 0.222
C 2.758 1.005 -0.258
N -0.814 0.944 0.159
C -1.735 0.620 1.157
C -1.407 -0.746 1.858
C -1.266 0.824 -1.163
C -1.497 -0.587 -1.759
H 2.457 1.109 -1.295
H 0.569 -0.271 0.395
H 1.079 -1.628 -0.561
H 3.290 -1.046 -0.426
H 2.952 -0.556 1.260
H 3.772 1.374 -0.115
H 2.163 1.682 0.366
H -2.779 0.544 0.831
H -1.663 1.415 1.909
H -0.444 -0.773 2.352
H -2.170 -0.822 2.625
H -1.524 -1.573 1.165
H -0.603 1.344 -1.838
H -2.243 1.301 -1.249
H -2.104 -1.202 -1.098
H -0.594 -1.114 -2.036
H -2.108 -0.450 -2.647
```

Results
charge	+1
highest occupied orbital energy	-12.90	eV
orbital gap	5.06	eV
E_LUMO	-7.846	eV

***

Arrangement B

Computed, not measured: a 2-piece molecular cluster, C6H17N2 overall, with ωB97M-V/def2-TZVPD.

Geometry as XYZ:
```
25
Properties=species:S:1:pos:R:3
C -1.756 -1.995 1.635
C 1.111 0.596 2.378
C -0.176 -0.234 2.633
C -0.648 -0.941 1.348
H -1.432 -2.761 2.363
H -2.100 -2.450 0.722
H -2.543 -1.439 2.100
H 1.529 0.968 3.296
H 0.897 1.500 1.820
H 1.966 0.034 1.886
H -0.995 0.275 3.017
H 0.113 -1.032 3.398
H -0.952 -0.169 0.661
H 0.197 -1.509 0.835
C 0.459 1.083 -1.622
C 0.249 0.291 -2.695
N -0.652 0.625 -3.697
N 1.350 0.713 -0.519
H -0.089 2.059 -1.448
H 0.839 -0.628 -2.830
H -1.026 -0.116 -4.248
H -1.426 1.249 -3.423
H 0.867 0.070 0.114
H 1.581 1.542 0.000
H 2.253 0.247 -0.817
```

Results
charge	+1
highest occupied orbital energy	-13.05	eV
orbital gap	9.98	eV
E_LUMO	-3.071	eV

***

So which one is most stable? That would be arrangement B, about 325.8 kJ/mol below the next structure.

***

Arrangement A

Computed, not measured: an isolated ion of composition C6H17N2 and charge +1, with ωB97M-V/def2-TZVPD.

Geometry as XYZ:
```
25
Properties=species:S:1:pos:R:3
C 0.493 1.943 2.308
C 0.227 1.029 1.083
C -1.210 0.530 0.920
C -1.409 -0.509 -0.239
C -0.563 -0.616 -1.493
N 0.800 -1.144 -1.266
C 0.638 -2.665 -1.089
N 0.757 1.600 -0.159
H 1.175 1.427 2.985
H -0.398 2.100 2.874
H 1.033 2.860 2.013
H 0.789 0.103 1.270
H -1.430 0.140 1.917
H -1.850 1.390 0.714
H -2.489 -0.477 -0.472
H -1.398 -1.472 0.280
H -1.124 -1.185 -2.237
H -0.439 0.349 -1.987
H 1.201 -0.774 -0.390
H 0.966 -3.195 -1.964
H -0.396 -2.951 -0.872
H 1.209 -2.912 -0.150
H 1.457 -0.959 -2.037
H 1.679 2.015 -0.093
H 0.227 2.156 -0.812
```

Results
charge	+1
highest occupied orbital energy	-12.83	eV
orbital gap	9.81	eV
SMILES	C[NH2+]CCC[C@H](C)N
E_LUMO	-3.021	eV

***

Arrangement B

Computed, not measured: a 2-piece molecular cluster, C6H17N2 overall, with ωB97M-V/def2-TZVPD.

Geometry as XYZ:
```
25
Properties=species:S:1:pos:R:3
C 1.694 -1.290 0.420
N 0.528 -0.567 -0.197
C -0.465 -0.285 0.742
C -1.852 -0.196 -0.121
C -1.840 0.993 -1.057
C -2.955 -0.028 0.879
C 2.752 -0.282 1.115
N 3.076 0.810 0.215
H 1.275 -1.940 1.172
H 2.131 -1.783 -0.434
H 2.168 1.084 -0.143
H -0.211 0.562 1.406
H -0.764 -1.212 1.381
H -1.619 -1.050 -0.743
H -1.935 1.948 -0.434
H -0.942 1.001 -1.674
H -2.715 0.759 -1.679
H -2.716 0.840 1.522
H -3.161 -0.917 1.552
H -3.926 0.137 0.405
H 3.788 -0.755 1.341
H 2.422 -0.046 2.100
H 1.223 0.401 -4.389
H 3.484 1.627 0.677
H 0.561 0.189 -4.057
```

Results
charge	+1
highest occupied orbital energy	-14.16	eV
orbital gap	5.70	eV
E_LUMO	-8.462	eV

***

So which one is most stable? That would be arrangement A, about 567.6 kJ/mol below the next structure.